Record 1
A cluster of 2 separate species, C3H5ClNP in total at a distorted geometry. Source: the Open Molecules 2025 dataset; level of theory: the ωB97M-V functional and the def2-TZVPD basis.

Geometry as XYZ:
```
11
Properties=species:S:1:pos:R:3:lowdin_charge:R:1
C -1.65 2.14 0.26 -0.273
C 0.61 0.11 -0.06 -0.197
C -0.69 -0.18 0.37 -0.471
N -1.98 3.24 0.28 -0.078
P -1.90 -1.24 -0.37 0.447
Cl -3.61 -0.39 0.03 0.246
H 1.16 0.77 0.59 0.093
H 1.34 -0.71 -0.25 0.115
H 0.44 0.60 -1.00 0.083
H -0.97 -0.11 1.49 0.093
H -2.04 -1.03 -1.78 -0.057
```

**Relative energy (zero: lowest compared OMol25 entry of this formula, charge and spin)**: 92.80 kcal/mol
**Charge**: 0
**Calculated total energy**: -26489.348 eV
**Gap between HOMO and LUMO**: 7.85 eV
**Max |F|**: 5.0 eV/Å
**E_HOMO**: -9.709 eV

---

Record 2
A cluster of 8 separate species, H16O8 in total at a distorted geometry. Source: the Open Molecules 2025 dataset; level of theory: the ωB97M-V functional and the def2-TZVPD basis.

Geometry as XYZ:
```
24
Properties=species:S:1:pos:R:3:lowdin_charge:R:1
O 0.06 1.23 2.41 -0.049
H 0.23 0.34 2.80 0.075
H -0.92 1.28 2.50 0.085
O -0.33 -0.01 -0.09 -0.110
H -0.20 0.40 0.79 0.038
H -0.06 0.69 -0.70 -0.013
O 1.80 -1.83 1.66 -0.038
H 1.29 -1.92 2.47 0.056
H 1.27 -2.18 0.94 0.013
O 0.52 1.66 -1.85 0.018
H -0.26 1.41 -2.33 0.053
H 1.20 1.19 -2.32 0.067
O 1.06 -2.17 -1.07 -0.008
H 0.61 -1.38 -0.85 -0.038
H 1.25 -2.06 -1.97 0.023
O -2.43 -1.40 -1.08 -0.048
H -1.63 -0.90 -1.04 -0.049
H -2.87 -1.03 -1.87 0.043
O 2.56 0.79 0.88 -0.079
H 2.46 -0.17 0.98 -0.006
H 1.84 1.30 1.30 0.009
O -2.45 1.88 -0.32 -0.036
H -1.85 1.17 -0.29 -0.057
H -3.15 1.70 -0.97 0.053
```

**Relative energy (zero: lowest compared OMol25 entry of this formula, charge and spin)**: 54.34 kcal/mol
**Charge**: 0
**Calculated total energy**: -16639.654 eV
**Gap between HOMO and LUMO**: 10.51 eV
**Max |F|**: 2.5 eV/Å
**E_HOMO**: -10.566 eV

---

Record 3
A structure of composition C20H28N12ReS. Source: the Open Molecules 2025 dataset; level of theory: the ωB97M-V functional and the def2-TZVPD basis.

Geometry as XYZ:
```
62
Properties=species:S:1:pos:R:3:lowdin_charge:R:1
Re -0.31 0.25 0.35 1.540
C 1.90 -3.18 -1.33 0.050
C 1.32 -1.86 -0.97 -0.199
N 0.29 -1.69 -0.20 -0.095
N -0.38 -2.78 0.32 0.055
C -1.36 -2.61 1.23 -0.686
N -1.96 -3.65 1.74 0.208
S -1.85 -1.02 1.72 0.810
C 1.90 -0.60 -1.49 -0.206
C 2.95 -0.56 -2.38 0.073
C 3.45 0.68 -2.79 0.063
C 2.88 1.83 -2.29 0.044
C 1.82 1.73 -1.40 -0.069
N 1.32 0.54 -1.02 -0.057
H 1.75 -3.95 -0.57 0.105
H 2.97 -3.11 -1.48 0.113
H 1.47 -3.55 -2.27 0.145
H -0.09 -3.71 0.03 0.168
H -1.72 -4.61 1.50 0.166
H -2.70 -3.54 2.42 0.154
H 3.39 -1.47 -2.76 0.143
H 4.27 0.73 -3.50 0.154
H 3.24 2.81 -2.58 0.149
H 1.35 2.61 -0.99 0.134
N 2.00 1.38 3.62 0.189
C 2.77 0.26 3.41 0.024
C 2.23 -0.38 2.35 -0.051
N 1.14 0.34 1.91 -0.080
C 1.03 1.41 2.70 -0.232
C -0.04 2.33 2.42 -0.225
N -0.81 2.08 1.33 -0.070
C -1.78 3.06 1.31 -0.058
C -1.59 3.89 2.36 0.034
N -0.49 3.41 3.04 0.192
H 2.16 2.05 4.37 0.203
H 3.62 0.01 4.03 0.159
H 2.55 -1.31 1.90 0.126
H -2.56 3.13 0.56 0.113
H -2.13 4.77 2.67 0.162
H -0.11 3.83 3.88 0.204
C -3.21 0.48 -0.89 -0.184
N -4.06 0.68 -2.01 -0.061
C -3.78 1.97 -2.65 -0.100
N -2.40 1.99 -3.14 -0.062
C -1.49 1.83 -2.07 -0.164
N -1.71 0.50 -1.30 -0.210
C -1.58 -0.61 -2.39 -0.167
N -2.48 -0.40 -3.46 -0.062
C -3.87 -0.40 -2.98 -0.101
C -2.21 0.90 -4.11 -0.103
H -3.41 -0.49 -0.44 0.091
H -3.36 1.27 -0.15 0.112
H -3.94 2.78 -1.95 0.143
H -4.46 2.11 -3.49 0.153
H -1.59 2.65 -1.36 0.113
H -0.47 1.81 -2.46 0.108
H -1.80 -1.56 -1.90 0.124
H -0.55 -0.59 -2.75 0.120
H -4.10 -1.36 -2.51 0.145
H -4.55 -0.26 -3.82 0.153
H -2.90 1.03 -4.94 0.153
H -1.20 0.91 -4.50 0.143
```

**Relative energy (zero: lowest compared OMol25 entry of this formula, charge and spin)**: 0.00 kcal/mol
**2S+1**: 4
**Charge**: +4
**Calculated total energy**: -52003.008 eV
**Gap between HOMO and LUMO (spin up / spin down)**: 6.36 / 5.11 eV
**Max |F|**: 0.8 eV/Å
**Expectation value of S²**: 3.78
**E_HOMO (spin up / spin down)**: -19.464 / -19.437 eV

---

Record 4
A structure of composition C2H5O at a distorted geometry. Source: the Open Molecules 2025 dataset; level of theory: the ωB97M-V functional and the def2-TZVPD basis.

Geometry as XYZ:
```
8
Properties=species:S:1:pos:R:3:lowdin_charge:R:1
C 0.19 -1.78 0.08 -0.491
O 0.65 -2.74 -0.78 -0.329
C 0.47 -0.40 0.16 -0.135
H -0.91 3.12 -0.23 0.002
H 1.22 0.03 -0.58 0.013
H -1.32 3.77 -0.44 -0.002
H -0.36 -2.16 0.87 0.020
H 0.05 0.15 0.92 -0.075
```

**Relative energy (zero: lowest compared OMol25 entry of this formula, charge and spin)**: 22.65 kcal/mol
**Charge**: -1
**Calculated total energy**: -4200.813 eV
**Gap between HOMO and LUMO**: 7.04 eV
**Max |F|**: 4.9 eV/Å
**E_HOMO**: -2.049 eV

---

Record 5
A cluster of 2 separate species, C3H12NO in total at a distorted geometry. Source: the Open Molecules 2025 dataset; level of theory: the ωB97M-V functional and the def2-TZVPD basis.

Geometry as XYZ:
```
17
Properties=species:S:1:pos:R:3:lowdin_charge:R:1
C 0.20 -0.02 0.07 -0.170
C 1.03 1.24 -0.05 -0.236
C 2.10 1.18 1.03 -0.094
N -1.11 0.00 -0.71 0.162
H 0.70 -0.88 -0.35 0.133
H -0.07 -0.34 1.07 0.135
H 0.42 2.12 0.09 0.117
H 1.49 1.22 -1.04 0.118
H 1.67 1.27 2.02 0.081
H 2.72 0.30 0.93 0.086
H 2.76 2.05 0.98 0.085
H -1.71 0.79 -0.49 0.168
H -0.91 0.03 -1.70 0.158
H -1.58 -0.96 -0.56 0.090
H -2.63 -2.90 0.33 0.096
H -2.75 -2.73 -1.20 0.088
O -2.33 -2.37 -0.41 -0.020
```

**Relative energy (zero: lowest compared OMol25 entry of this formula, charge and spin)**: 5.71 kcal/mol
**Charge**: +1
**Calculated total energy**: -6837.167 eV
**Gap between HOMO and LUMO**: 12.58 eV
**Max |F|**: 1.1 eV/Å
**E_HOMO**: -15.899 eV

---

Record 6
A structure of composition C3H3Br9 at a distorted geometry. Source: the Open Molecules 2025 dataset; level of theory: the ωB97M-V functional and the def2-TZVPD basis.

Geometry as XYZ:
```
15
Properties=species:S:1:pos:R:3:lowdin_charge:R:1
C 15.82 8.11 5.53 -1.359
Br 14.90 7.47 3.85 0.909
Br 17.74 8.54 5.24 0.527
Br 15.65 6.82 7.07 0.497
H 15.26 8.96 5.91 -0.028
C 11.54 3.59 0.52 -1.656
Br 10.53 5.11 -0.36 0.529
Br 12.49 2.43 -0.75 0.558
Br 10.39 2.54 1.67 0.582
H 12.31 4.04 1.15 -0.534
C 13.56 6.71 2.09 -1.548
Br 13.05 4.84 1.94 0.926
Br 11.91 7.79 2.09 0.575
Br 14.70 7.30 0.58 0.585
H 14.09 6.94 3.02 -0.561
```

**Relative energy (zero: lowest compared OMol25 entry of this formula, charge and spin)**: 201.88 kcal/mol
**Charge**: 0
**Calculated total energy**: -633532.275 eV
**Gap between HOMO and LUMO**: 8.44 eV
**Max |F|**: 15.6 eV/Å
**E_HOMO**: -9.420 eV